one.
The following is a DFT calculation (the ωB97M-V functional and the def2-TZVPD basis) of one molecule with the formula CHNO3.

Output
Kohn-Sham gap (alpha / beta) = 0.3869 / 0.2664 Eh
Highest occupied orbital energy (alpha / beta) = -10.14 / -10.78 eV
Multiplicity = 3
<S²> = 2.008
LUMO (alpha / beta) = 0.3914 / -3.5332 eV

Bonds (Å) are listed after each position.
Positions of all 6 atoms, in Å:
1 C 0.07 -0.35 -0.83  N2 1.319, O3 1.223, H6 1.199
2 N 0.44 0.53 0.08  C1 1.319, O4 1.266
3 O -0.97 -0.35 -1.48  C1 1.223
4 O 0.14 0.96 1.23  N2 1.266, O5 1.282
5 O -0.60 0.37 2.10  O4 1.282
6 H 0.92 -1.15 -1.11  C1 1.199

---

two.
The following is a DFT calculation (the ωB97M-V functional and the def2-TZVPD basis) of one molecule with the formula CHNO3.

Output
Kohn-Sham gap (alpha / beta) = 0.3339 / 0.2623 Eh
Highest occupied orbital energy (alpha / beta) = -8.33 / -11.22 eV
Multiplicity = 3
<S²> = 2.011
LUMO (alpha / beta) = 0.7588 / -4.0803 eV

Bonds (Å) are listed after each position.
Positions of all 6 atoms, in Å:
1 C 0.48 -0.62 -0.03  N2 1.502, O3 1.152, H6 1.134
2 N -0.43 0.58 0.04  C1 1.502, O4 1.172, O5 1.234
3 O 1.60 -0.34 0.03  C1 1.152
4 O 0.02 1.55 0.53  N2 1.172
5 O -1.58 0.42 -0.35  N2 1.234
6 H -0.08 -1.58 -0.22  C1 1.134

---

Relative energies, in hartree, with the most stable structure set to zero: one 0.0756; two 0.0000.

---

one.
The following is a DFT calculation (the ωB97M-V functional and the def2-TZVPD basis) of a 2-piece molecular cluster, Cl3OPS overall.

Output
Kohn-Sham gap (alpha / beta) = 0.2837 / 0.2811 Eh
Highest occupied orbital energy (alpha / beta) = -9.54 / -9.49 eV
SMILES = ClP(Cl)Cl.O=S
LUMO (alpha / beta) = -1.8196 / -1.8371 eV

Bonds (Å) are listed after each position.
Positions of all 6 atoms, in Å:
1 Cl -1.96 -0.50 2.03  P2 2.025
2 P -0.85 0.12 0.46  Cl1 2.025, Cl3 2.015, Cl4 2.099
3 Cl -2.20 1.42 -0.28  P2 2.015
4 Cl 0.50 1.57 1.15  P2 2.099
5 O 2.81 -0.88 -1.98  S6 1.516
6 S 1.71 -1.73 -1.37  O5 1.516

---

two.
The following is a DFT calculation (the ωB97M-V functional and the def2-TZVPD basis) of a 2-piece molecular cluster, Cl3OPS overall.

Output
Kohn-Sham gap = 0.2916 Eh
Highest occupied orbital energy = -9.04 eV
SMILES = ClSCl.O=PCl
LUMO = -1.1013 eV

Bonds (Å) are listed after each position.
Positions of all 6 atoms, in Å:
1 Cl -2.46 0.77 0.61  S2 1.980
2 S -2.90 -0.43 -0.89  Cl1 1.980, Cl3 1.955
3 Cl -4.72 -1.00 -0.46  S2 1.955
4 O 1.64 -1.76 0.66  P5 1.467
5 P 2.97 -1.29 0.28  O4 1.467, Cl6 2.023
6 Cl 2.65 0.56 -0.49  P5 2.023

---

Relative energies, in hartree, with the most stable structure set to zero: one 0.0196; two 0.0000.

---

one.
The following is a DFT calculation (the ωB97M-V functional and the def2-TZVPD basis) of a 2-piece molecular cluster, C3H4FO2 overall.

Output
Kohn-Sham gap (alpha / beta) = 0.2996 / 0.2985 Eh
Highest occupied orbital energy (alpha / beta) = -3.99 / -3.98 eV
Charge = -1
LUMO (alpha / beta) = 4.1626 / 4.1463 eV

Bonds (Å) are listed after each position.
Positions of all 10 atoms, in Å:
1 C 2.65 0.49 0.05  C3 1.566, O4 1.253, O5 1.244
2 C -0.47 -0.01 0.79  H7 1.074, H8 1.093, H9 1.035
3 C 1.54 -0.43 -0.56  C1 1.566, F6 1.394, H10 1.038
4 O 3.17 0.23 1.17  C1 1.253
5 O 3.01 1.36 -0.75  C1 1.244
6 F 1.79 -1.80 -0.52  C3 1.394
7 H -0.94 -0.97 0.69  C2 1.074
8 H 0.15 -0.29 1.65  C2 1.093
9 H -0.96 0.87 0.56  C2 1.035
10 H 1.21 -0.12 -1.50  C3 1.038

---

two.
The following is a DFT calculation (the ωB97M-V functional and the def2-TZVPD basis) of a 2-piece molecular cluster, C3H4FO2 overall.

Output
Kohn-Sham gap (alpha / beta) = 0.1424 / 0.1427 Eh
Highest occupied orbital energy (alpha / beta) = -2.57 / -2.55 eV
Charge = -1
LUMO (alpha / beta) = 1.3045 / 1.3300 eV

Bonds (Å) are listed after each position.
Positions of all 10 atoms, in Å:
1 C -0.69 -1.57 -1.12  C3 1.507, O4 1.275, O5 1.255
2 C 1.57 1.78 0.75  H7 1.058, H8 1.038, H9 1.126
3 C -1.14 -0.52 -0.13  C1 1.507, F6 1.339, H10 1.105
4 O -0.24 -2.62 -0.55  C1 1.275
5 O -1.01 -1.38 -2.31  C1 1.255
6 F -1.01 -0.78 1.17  C3 1.339
7 H 2.32 1.87 0.00  C2 1.058
8 H 0.64 1.34 0.67  C2 1.038
9 H 1.79 2.16 1.79  C2 1.126
10 H -2.22 -0.29 -0.27  C3 1.105

---

Relative energies, in hartree, with the most stable structure set to zero: one 0.0000; two 0.1106.

---

one.
The following is a DFT calculation (the ωB97M-V functional and the def2-TZVPD basis) of a 10-piece molecular cluster, C3H26N6O10 overall.

Output
Kohn-Sham gap = 0.3683 Eh
Highest occupied orbital energy = -9.65 eV
SMILES = NC(N)=O.NC(N)=O.NC(N)=O.O.O.O.O.O.O.O
LUMO = 0.3693 eV

Bonds (Å) are listed after each position.
Positions of all 45 atoms, in Å:
1 N 3.75 -0.45 0.29  C2 1.399, H5 1.004, H6 1.023
2 C 3.39 -0.19 -1.03  N1 1.399, N3 1.354, O4 1.241
3 N 4.34 -0.37 -1.98  C2 1.354, H7 1.030, H8 1.060
4 O 2.26 0.19 -1.39  C2 1.241
5 H 4.56 -1.05 0.30  N1 1.004
6 H 2.94 -0.85 0.77  N1 1.023
7 H 5.32 -0.56 -1.75  N3 1.030
8 H 4.07 -0.19 -2.99  N3 1.060
9 N -0.56 1.00 3.87  C10 1.379, H13 1.009, H14 1.032
10 C 0.25 1.42 2.84  N9 1.379, N11 1.363, O12 1.195
11 N 1.40 0.71 2.68  C10 1.363, H15 1.046, H16 1.019
12 O -0.02 2.36 2.16  C10 1.195
13 H -0.54 0.04 4.18  N9 1.009
14 H -1.48 1.46 4.04  N9 1.032
15 H 1.43 -0.34 2.77  N11 1.046
16 H 2.03 1.17 2.03  N11 1.019
17 N -1.35 -2.15 2.26  C18 1.371, H21 1.041, H22 0.980
18 C -0.31 -1.75 1.46  N17 1.371, N19 1.403, O20 1.226
19 N -0.54 -0.86 0.40  C18 1.403, H23 1.033, H24 1.052
20 O 0.79 -2.05 1.90  C18 1.226
21 H -2.33 -1.84 2.13  N17 1.041
22 H -0.97 -2.67 3.00  N17 0.980
23 H -1.46 -0.97 -0.06  N19 1.033
24 H 0.26 -0.60 -0.23  N19 1.052
25 O -3.82 -1.01 1.06  H26 0.972, H27 0.925
26 H -3.84 -0.34 0.36  O25 0.972
27 H -4.67 -1.12 1.40  O25 0.925
28 O -2.59 0.26 -1.64  H29 0.993, H30 0.975
29 H -2.30 0.19 -2.59  O28 0.993
30 H -2.20 1.05 -1.22  O28 0.975
31 O 1.16 1.39 -3.63  H32 0.969, H33 0.972
32 H 1.95 1.26 -3.08  O31 0.969
33 H 0.77 2.26 -3.43  O31 0.972
34 O 2.20 -3.27 -0.33  H35 0.957, H36 0.955
35 H 1.82 -4.15 -0.31  O34 0.957
36 H 1.84 -2.90 0.47  O34 0.955
37 O -1.14 -0.09 -3.94  H38 0.969, H39 0.984
38 H -1.61 -0.20 -4.78  O37 0.969
39 H -0.27 0.36 -3.99  O37 0.984
40 O -0.91 2.34 -0.52  H41 0.956, H42 0.964
41 H -0.01 2.41 -0.84  O40 0.956
42 H -0.75 2.31 0.43  O40 0.964
43 O -4.66 2.68 -0.23  H44 0.956, H45 1.044
44 H -4.46 2.16 -1.02  O43 0.956
45 H -3.75 2.96 0.20  O43 1.044

---

two.
The following is a DFT calculation (the ωB97M-V functional and the def2-TZVPD basis) of a 10-piece molecular cluster, C3H26N6O10 overall.

Output
Kohn-Sham gap = 0.3640 Eh
Highest occupied orbital energy = -9.86 eV
SMILES = NC(N)=O.NC(N)=O.NC(N)=O.O.O.O.O.O.O.O
LUMO = 0.0417 eV

Bonds (Å) are listed after each position.
Positions of all 45 atoms, in Å:
1 N -1.72 -34.40 -11.00  C2 1.313, H5 1.010, H6 1.010
2 C -2.87 -34.00 -10.50  N1 1.313, N3 1.345, O4 1.202
3 N -3.28 -34.55 -9.35  C2 1.345, H7 1.010, H8 1.010
4 O -3.52 -33.11 -10.99  C2 1.202
5 H -1.31 -33.90 -11.77  N1 1.010
6 H -1.22 -35.22 -10.67  N1 1.010
7 H -4.09 -34.18 -8.86  N3 1.010
8 H -2.87 -35.44 -9.12  N3 1.010
9 N -14.93 -27.22 -3.26  C10 1.272, H13 1.010, H14 1.010
10 C -14.11 -28.16 -3.05  N9 1.272, N11 1.282, O12 1.225
11 N -14.46 -29.27 -3.60  C10 1.282, H15 1.010, H16 1.010
12 O -13.06 -27.98 -2.44  C10 1.225
13 H -15.46 -27.46 -4.08  N9 1.010
14 H -14.41 -26.37 -3.12  N9 1.010
15 H -13.93 -30.12 -3.55  N11 1.010
16 H -15.28 -29.21 -4.19  N11 1.010
17 N -10.01 -35.93 -6.78  C18 1.273, H21 1.010, H22 1.010
18 C -9.15 -36.74 -7.25  N17 1.273, N19 1.327, O20 1.211
19 N -9.25 -37.02 -8.55  C18 1.327, H23 1.010, H24 1.010
20 O -8.27 -37.18 -6.55  C18 1.211
21 H -9.96 -35.76 -5.79  N17 1.010
22 H -10.59 -35.43 -7.44  N17 1.010
23 H -8.54 -37.59 -8.97  N19 1.010
24 H -9.93 -36.52 -9.11  N19 1.010
25 O -8.47 -30.25 -4.31  H26 0.957, H27 0.957
26 H -9.24 -29.81 -3.95  O25 0.957
27 H -8.64 -31.18 -4.18  O25 0.957
28 O -5.18 -25.81 -2.70  H29 0.957, H30 0.957
29 H -5.16 -26.13 -3.60  O28 0.957
30 H -6.10 -25.58 -2.55  O28 0.957
31 O -7.83 -27.97 2.25  H32 0.957, H33 0.957
32 H -8.23 -28.10 1.39  O31 0.957
33 H -6.90 -28.11 2.11  O31 0.957
34 O -4.30 -29.08 -7.12  H35 0.957, H36 0.957
35 H -3.83 -29.82 -7.51  O34 0.957
36 H -4.72 -29.44 -6.34  O34 0.957
37 O -11.13 -34.03 -0.75  H38 0.957, H39 0.957
38 H -10.29 -34.24 -0.35  O37 0.957
39 H -11.78 -34.26 -0.08  O37 0.957
40 O -6.50 -35.42 -1.74  H41 0.957, H42 0.957
41 H -6.47 -36.00 -2.50  O40 0.957
42 H -5.76 -34.83 -1.87  O40 0.957
43 O -8.42 -30.55 -9.41  H44 0.957, H45 0.957
44 H -8.16 -30.20 -8.56  O43 0.957
45 H -7.62 -30.94 -9.76  O43 0.957

---

Relative energies, in hartree, with the most stable structure set to zero: one 0.0000; two 0.1201.